Record 1
ORCA calculation (ωB97M-V with the def2-TZVPD basis set) on a 2-piece molecular cluster, C3H8NO2S overall in a non-equilibrium geometry.

Geometry as XYZ:
```
15
Properties=species:S:1:pos:R:3
C -0.46 -0.03 -0.10
C -3.07 -0.02 0.15
C 1.54 0.71 -0.36
N 2.10 -0.62 -0.22
O -0.42 -1.18 0.21
O 1.85 1.70 0.47
S -1.66 1.09 -0.28
H -3.95 0.69 0.27
H -2.88 -0.72 0.91
H -3.20 -0.63 -0.66
H 1.56 0.93 -1.47
H 2.67 -1.06 -0.99
H 2.69 -0.78 0.56
H 1.20 -1.31 0.21
H 2.03 1.22 1.29
```

total charge = +1
spin multiplicity = 1
strongest force on any atom = 5.36 eV/Å
HOMO level = -13.37 eV
energy above the lowest of the compared OMol25 structures with the same formula, charge and spin = 74.3 kcal per mole

Atom-resolved charges from Löwdin, all expressed in e:
1 C -0.65
2 C -0.29
3 C -0.28
4 N 0.13
5 O 0.00
6 O 0.08
7 S 1.03
8 H 0.09
9 H 0.03
10 H 0.01
11 H 0.16
12 H 0.20
13 H 0.14
14 H 0.20
15 H 0.13

Record 2
ORCA calculation (ωB97M-V with the def2-TZVPD basis set) on an isolated ion of composition C3H8NO2S and charge +1 in a non-equilibrium geometry.

Geometry as XYZ:
```
15
Properties=species:S:1:pos:R:3
O 0.48 -2.40 0.18
C -0.22 -1.61 -0.44
O -1.32 -1.73 -1.14
C 0.21 -0.10 -0.41
C -0.93 0.77 0.16
S -0.24 2.10 1.24
N 1.56 0.07 0.46
H -1.48 -2.68 -1.37
H 0.40 0.33 -1.45
H -1.49 1.32 -0.69
H -1.74 0.19 0.54
H -0.75 3.41 1.08
H 1.45 -0.61 1.20
H 2.37 -0.12 -0.12
H 1.69 1.05 0.78
```

total charge = +1
spin multiplicity = 1
strongest force on any atom = 3.58 eV/Å
HOMO level = -13.79 eV
energy above the lowest of the compared OMol25 structures with the same formula, charge and spin = 28.5 kcal per mole

Atom-resolved charges from Löwdin, all expressed in e:
1 O 0.13
2 C -0.48
3 O 0.17
4 C -0.19
5 C -0.48
6 S 0.75
7 N 0.19
8 H 0.19
9 H 0.18
10 H 0.13
11 H 0.07
12 H -0.05
13 H 0.15
14 H 0.17
15 H 0.08

Record 3
ORCA calculation (ωB97M-V with the def2-TZVPD basis set) on a 2-piece molecular cluster, C3H8NO3PS overall in a non-equilibrium geometry.

Geometry as XYZ:
```
17
Properties=species:S:1:pos:R:3
C 0.78 -1.03 1.26
C 1.61 -1.43 0.10
C -1.16 0.19 2.11
N -0.45 -0.37 1.00
O 1.10 -1.36 2.42
O -1.01 -0.08 -2.30
O 0.73 1.84 -2.61
P -0.46 1.24 -1.61
S -1.96 2.59 -1.87
H 0.93 -1.17 -0.75
H 2.63 -0.90 0.26
H 1.91 -2.46 0.05
H -1.45 1.20 1.58
H -1.96 -0.44 2.25
H -0.51 0.44 3.05
H -1.15 -0.73 -1.70
H 0.43 2.49 -3.24
```

spin multiplicity = 1
strongest force on any atom = 5.17 eV/Å
HOMO level (alpha / beta) = -8.72 / -8.72 eV
energy above the lowest of the compared OMol25 structures with the same formula, charge and spin = 109.6 kcal per mole

Atom-resolved charges from Löwdin, all expressed in e:
1 C -0.56
2 C -0.03
3 C -0.13
4 N 0.01
5 O 0.04
6 O -0.24
7 O -0.30
8 P 0.43
9 S 0.23
10 H 0.05
11 H 0.13
12 H 0.07
13 H 0.11
14 H 0.06
15 H 0.12
16 H -0.02
17 H 0.03

Record 4
ORCA calculation (ωB97M-V with the def2-TZVPD basis set) on a 2-piece molecular cluster, C3H8NO4P overall in a non-equilibrium geometry.

Geometry as XYZ:
```
17
Properties=species:S:1:pos:R:3
C -0.02 0.33 -1.37
C 0.97 -0.69 2.19
C -0.28 1.64 -1.04
N 0.03 -0.22 1.15
O -1.91 -1.35 2.66
O -2.27 -1.03 0.14
O -0.58 -2.76 0.96
O 0.28 2.61 -1.66
P -1.18 -1.38 1.13
H -0.86 -0.30 -1.18
H 0.36 -0.18 0.27
H 0.58 0.20 -2.16
H 1.46 0.20 2.60
H 0.37 -1.11 3.10
H 1.71 -1.36 1.73
H -0.97 1.85 -0.13
H -2.83 -1.13 2.36
```

total charge = -2
spin multiplicity = 1
strongest force on any atom = 7.42 eV/Å
HOMO level = 1.07 eV
energy above the lowest of the compared OMol25 structures with the same formula, charge and spin = 9.3 kcal per mole

Atom-resolved charges from Löwdin, all expressed in e:
1 C -0.15
2 C -0.20
3 C -0.51
4 N -0.17
5 O -0.26
6 O -0.41
7 O -0.43
8 O -0.28
9 P 0.20
10 H -0.01
11 H -0.08
12 H -0.02
13 H 0.04
14 H 0.08
15 H 0.06
16 H 0.09
17 H 0.04